<1>
# C2H5NO2

An isolated molecule of C2H5NO2 (ωB97M-V/def2-TZVPD, the OMol25 dataset).

Structure (XYZ):
```
10
Properties=species:S:1:pos:R:3:lowdin_charge:R:1
N -0.20 -1.10 0.63 -0.0255
C -0.16 0.44 0.59 -0.1120
C 0.18 0.98 -0.85 -0.5996
O -0.18 2.06 -1.28 0.0743
O 0.38 -0.05 -1.55 0.0647
H -0.88 -1.61 0.09 0.0864
H 0.76 -1.49 0.86 0.1197
H -1.09 0.83 0.95 0.0980
H 0.61 0.81 1.37 0.1391
H 0.58 -0.88 -0.82 0.1550
```

Computed properties:
- Total charge: 0
- M: 75.067 g/mol
- Multiplicity: 1
- Frontier orbital gap: 10.12 eV
- SMILES string: NCC(=O)O

=====

<2>
# C2H5NO2

A cluster of 2 separate species, C2H5NO2 in total (ωB97M-V/def2-TZVPD, the OMol25 dataset).

Structure (XYZ):
```
10
Properties=species:S:1:pos:R:3:lowdin_charge:R:1
C -1.11 0.48 0.52 -0.1352
C 1.60 -0.23 -0.34 -0.2839
N -2.29 -0.22 0.49 0.1046
O -1.91 0.77 -0.52 0.0092
O 0.33 -0.76 -0.37 -0.2323
H -0.62 1.28 1.19 0.1778
H 1.64 0.88 -0.57 0.0765
H 2.27 -0.87 -1.08 0.1183
H 2.06 -0.24 0.65 0.0492
H -1.97 -1.09 0.04 0.1159
```

Computed properties:
- Total charge: 0
- M: 75.067 g/mol
- Multiplicity: 1
- Frontier orbital gap (spin up / spin down): 9.33 / 9.33 eV

=====

<3>
# C2H5NO2

A structure of composition C2H5NO2 (ωB97M-V/def2-TZVPD, the OMol25 dataset).

Structure (XYZ):
```
10
Properties=species:S:1:pos:R:3:lowdin_charge:R:1
C 0.67 0.25 1.19 -0.0809
C -0.84 0.47 -0.94 -0.2988
H 1.84 -0.53 1.52 0.1786
H -0.17 0.04 2.24 0.1397
H 0.79 1.54 0.71 0.1524
H -0.34 -1.58 -1.36 0.1296
H -0.72 1.64 -0.90 0.1513
N 0.18 -0.16 -0.25 -0.2827
O 0.22 -1.52 -0.51 -0.0536
O -1.64 -0.16 -1.70 -0.0356
```

Computed properties:
- Total charge: 0
- M: 75.067 g/mol
- Multiplicity: 1
- Frontier orbital gap: 9.61 eV

=====

<4>
# C2H5NO2

An isolated molecule of C2H5NO2 (ωB97M-V/def2-TZVPD, the OMol25 dataset).

Structure (XYZ):
```
10
Properties=species:S:1:pos:R:3:lowdin_charge:R:1
C 0.76 1.16 -0.81 -0.1288
C -1.09 -0.25 0.44 -0.2764
N 0.07 -0.78 0.27 -0.0191
O 1.05 -0.20 -0.57 -0.1555
O -1.73 -0.95 1.24 0.0601
H 1.19 1.36 -1.82 0.0990
H -0.31 1.24 -1.10 0.0664
H 1.02 1.83 0.03 0.0961
H 0.34 -1.63 0.76 0.1536
H -1.30 -1.77 1.54 0.1046
```

Computed properties:
- Total charge: 0
- M: 75.067 g/mol
- Multiplicity: 1
- Frontier orbital gap: 9.57 eV

=====

Relative energies with respect to the most stable structure, expressed in eV: <1> 0.000; <2> 4.955; <3> 4.291; <4> 3.205.

=====

<1>
# C2H5NO2

An isolated molecule of C2H5NO2 (ωB97M-V/def2-TZVPD, the OMol25 dataset).

Structure (XYZ):
```
10
Properties=species:S:1:pos:R:3:lowdin_charge:R:1
C 1.37 -0.25 -0.14 -0.0311
O 0.46 0.87 0.20 -0.1233
C -0.90 0.80 -0.02 -0.3256
N -1.82 -0.51 0.49 0.0633
O -1.55 -0.02 -0.88 -0.0950
H 2.35 0.23 -0.54 0.1126
H 0.77 -0.84 -0.89 0.1037
H 1.77 -0.62 0.78 0.0720
H -1.27 1.71 0.38 0.1366
H -1.18 -1.36 0.61 0.0868
```

Computed properties:
- Total charge: 0
- M: 75.067 g/mol
- Multiplicity: 1
- Frontier orbital gap: 10.29 eV
- SMILES string: CO[C@@H]1NO1

=====

<2>
# C2H5NO2

An isolated molecule of C2H5NO2 (ωB97M-V/def2-TZVPD, the OMol25 dataset).

Structure (XYZ):
```
10
Properties=species:S:1:pos:R:3:lowdin_charge:R:1
N 0.24 -0.93 -1.41 -0.0345
C 0.93 -0.26 -0.44 -0.2345
C -0.03 0.32 0.55 -0.6095
O 0.22 1.19 1.31 0.1189
O -1.26 -0.02 0.35 0.1414
H -0.05 -1.82 -0.98 0.1081
H -0.43 -0.45 -2.06 0.1340
H 1.62 -1.01 0.03 0.1463
H 1.43 0.74 -0.75 0.1698
H -1.35 -0.66 -0.33 0.0601
```

Computed properties:
- Total charge: 0
- M: 75.067 g/mol
- Multiplicity: 1
- Frontier orbital gap: 9.88 eV
- SMILES string: NCC(=O)O

=====

<3>
# C2H5NO2

An isolated molecule of C2H5NO2 (ωB97M-V/def2-TZVPD, the OMol25 dataset).

Structure (XYZ):
```
10
Properties=species:S:1:pos:R:3:lowdin_charge:R:1
N 1.02 1.47 0.31 0.0466
O 0.16 0.42 0.94 -0.1959
C 0.01 -0.68 0.07 -0.2244
C -1.29 -0.70 -0.64 -0.2912
O -1.64 -1.37 -1.57 0.0552
H 1.92 1.08 0.08 0.0593
H 1.12 2.32 0.89 0.0896
H -0.27 -1.68 0.60 0.1658
H 0.93 -0.92 -0.56 0.1497
H -1.97 0.06 -0.12 0.1452
```

Computed properties:
- Total charge: 0
- M: 75.067 g/mol
- Multiplicity: 1
- Frontier orbital gap: 10.23 eV
- SMILES string: NOCC=O

=====

Relative energies with respect to the most stable structure, expressed in eV: <1> 3.431; <2> 0.000; <3> 2.459.

=====

<1>
# C2H5NO2

An isolated molecule of C2H5NO2 (ωB97M-V/def2-TZVPD, the OMol25 dataset).

Structure (XYZ):
```
10
Properties=species:S:1:pos:R:3:lowdin_charge:R:1
O 0.66 2.04 -0.34 -0.0864
C -0.14 0.81 -0.50 -0.2595
C 0.35 0.02 0.57 -0.1897
N 0.11 -1.25 0.81 0.0110
O -0.81 -1.75 -0.21 -0.1545
H 0.13 2.59 -0.96 0.0943
H -0.07 0.24 -1.50 0.1525
H -1.23 0.99 -0.33 0.1400
H 1.16 0.43 1.25 0.1480
H -0.82 -2.80 -0.13 0.1443
```

Computed properties:
- Total charge: 0
- M: 75.067 g/mol
- Multiplicity: 1
- Frontier orbital gap: 10.58 eV
- SMILES string: OC/C=N\O

=====

<2>
# C2H5NO2

A cluster of 2 separate species, C2H5NO2 in total (ωB97M-V/def2-TZVPD, the OMol25 dataset).

Structure (XYZ):
```
10
Properties=species:S:1:pos:R:3:lowdin_charge:R:1
C -0.36 -1.27 -0.93 -0.1083
C 0.88 -1.27 -0.62 0.0522
N 0.93 0.59 1.25 0.0472
O -0.89 1.82 0.26 -0.0480
O -0.32 0.86 1.32 -0.1980
H -0.80 -1.86 -1.73 0.0549
H -1.06 -0.64 -0.39 0.0344
H 1.88 -1.57 -0.73 0.0219
H 1.53 1.36 0.96 0.0706
H -1.78 1.97 0.60 0.0733
```

Computed properties:
- Total charge: 0
- M: 75.067 g/mol
- Multiplicity: 1
- Frontier orbital gap (spin up / spin down): 8.07 / 9.69 eV

=====

Relative energies with respect to the most stable structure, expressed in eV: <1> 0.000; <2> 5.837.

=====

<1>
# C5H10NO2

A structure of composition C5H10NO2 (ωB97M-V/def2-TZVPD, the OMol25 dataset).

Structure (XYZ):
```
18
Properties=species:S:1:pos:R:3:lowdin_charge:R:1
C 0.39 -0.15 0.89 -0.2353
N 1.66 -0.86 0.76 -0.0551
C 1.49 -2.32 0.71 -0.3731
O 0.67 -2.81 -0.23 0.0620
C -0.21 0.33 -0.44 -0.2010
C -1.45 1.14 -0.28 -0.1077
C -1.66 2.20 -1.29 -0.3860
O -2.66 2.84 -1.50 0.0262
H 0.51 0.70 1.55 0.1077
H -0.32 -0.83 1.37 0.1173
H 2.08 -0.64 -0.14 0.0985
H 1.11 -2.59 1.71 0.1414
H 2.51 -2.74 0.67 0.1385
H -0.35 -0.55 -1.07 0.1162
H 0.57 0.92 -0.92 0.1115
H -2.37 0.77 0.13 0.1368
H -1.18 2.24 0.05 0.1670
H -0.80 2.35 -1.97 0.1351
```

Computed properties:
- Total charge: 0
- M: 116.140 g/mol
- Expectation value of S²: 0.75
- Multiplicity: 2
- Frontier orbital gap (spin up / spin down): 10.26 / 7.37 eV

=====

<2>
# C5H10NO2

A structure of composition C5H10NO2 (ωB97M-V/def2-TZVPD, the OMol25 dataset).

Structure (XYZ):
```
18
Properties=species:S:1:pos:R:3:lowdin_charge:R:1
O 2.84 -0.61 -0.24 0.1148
C 2.06 0.42 -0.12 -0.5431
O 2.31 1.65 0.18 0.1939
C 0.62 0.07 -0.37 -0.1405
C -0.08 0.46 0.92 -0.2251
C -1.62 0.55 0.79 -0.1790
C -2.37 -0.71 0.04 -0.3014
N -3.25 -0.96 -1.04 0.0617
H 0.21 0.80 -1.27 0.1877
H 0.57 -0.94 -0.77 0.1194
H 0.07 -0.32 1.76 0.1442
H 0.43 1.42 1.30 0.1378
H -1.88 1.41 0.09 0.1228
H -2.04 0.65 1.79 0.0992
H -1.64 -3.57 -1.46 0.0199
H -1.95 -1.56 0.67 0.0872
H -1.74 -3.68 -0.72 0.0106
H -2.06 -0.51 -1.13 0.0898
```

Computed properties:
- Total charge: 0
- M: 116.140 g/mol
- Expectation value of S²: 0.76
- Multiplicity: 2
- Frontier orbital gap (spin up / spin down): 9.07 / 4.58 eV

=====

Relative energies with respect to the most stable structure, expressed in eV: <1> 0.000; <2> 4.441.

=====

<1>
# C4H7NO2P

The ion C4H7NO2P with charge +1 (ωB97M-V/def2-TZVPD, the OMol25 dataset).

Structure (XYZ):
```
15
Properties=species:S:1:pos:R:3:lowdin_charge:R:1
C -1.05 0.78 0.05 0.0558
C 0.92 -1.20 -0.41 -0.2716
C -0.37 -1.46 0.40 -0.0638
C -1.79 1.99 -0.04 0.0292
N 1.46 0.05 -0.11 -0.1967
O 3.84 -0.33 -0.08 -0.4245
O -1.33 -0.40 0.28 0.1164
P 2.90 0.79 0.13 0.7705
H 1.59 -2.01 -0.09 0.1513
H 0.72 -1.31 -1.48 0.1379
H -0.87 -2.36 0.04 0.1501
H -0.17 -1.56 1.47 0.1528
H -2.87 1.86 0.04 0.1280
H -1.54 2.51 -0.97 0.1296
H -1.44 2.66 0.76 0.1350
```

Computed properties:
- Total charge: +1
- M: 132.079 g/mol
- Multiplicity: 1
- Frontier orbital gap (spin up / spin down): 7.85 / 7.58 eV

=====

<2>
# C4H7NO2P

The ion C4H7NO2P with charge +1 (ωB97M-V/def2-TZVPD, the OMol25 dataset).

Structure (XYZ):
```
15
Properties=species:S:1:pos:R:3:lowdin_charge:R:1
O 1.73 -0.16 -1.67 0.1287
C 1.29 0.73 -1.02 -0.1623
C 0.55 0.65 0.31 -0.3779
O 1.31 0.80 1.33 0.1914
C -0.97 1.15 0.28 0.0071
C -1.31 -0.25 0.12 -0.0747
N -0.19 -0.91 0.11 -0.3214
P 0.30 -2.50 0.13 0.9570
H 1.49 1.79 -1.23 0.1548
H 0.80 0.98 2.10 0.1368
H -1.19 1.89 -0.49 0.1362
H -1.28 1.63 1.27 0.1667
H -2.28 -0.71 -0.03 0.1427
H 0.85 -2.32 -1.21 -0.0362
H -1.10 -2.77 -0.01 -0.0489
```

Computed properties:
- Total charge: +1
- M: 132.079 g/mol
- Multiplicity: 1
- Frontier orbital gap: 9.53 eV
- SMILES string: O=C[C@@]1(O)CC=[N+]1P

=====

Relative energies with respect to the most stable structure, expressed in eV: <1> 1.593; <2> 0.000.